No. 1
ORCA calculation (ωB97M-V/def2-TZVPD) on a 3-piece molecular cluster, C24H46Cl2N5O2 overall.

```
79
Properties=species:S:1:pos:R:3:forces:R:3
C 0.320 0.597 -1.723 0.10 -0.14 -0.04
C 0.504 0.073 -3.115 0.00 -0.01 0.05
Cl -0.566 0.803 -4.252 0.01 -0.08 -0.09
C 1.350 -0.890 -3.489 -0.24 0.37 0.39
Cl 1.355 -1.480 -5.114 0.02 -0.02 -0.02
C 2.298 -1.570 -2.524 0.49 -0.63 -0.62
C 3.350 -2.439 -3.265 0.07 0.56 0.46
N 4.447 -2.579 -2.242 -0.08 0.52 -0.38
C 4.478 -1.208 -1.949 -0.16 -0.09 0.70
N 5.579 -0.537 -1.899 0.16 -0.09 0.16
N 3.243 -0.633 -1.814 -0.53 -0.37 -0.12
H 0.165 1.673 -1.746 -0.07 0.02 0.00
H -0.557 0.130 -1.272 -0.08 0.09 -0.01
H 1.171 0.400 -1.082 0.03 -0.06 0.05
H 1.773 -2.214 -1.813 -0.10 0.30 0.20
H 3.041 -3.383 -3.691 -0.08 -0.05 0.12
H 3.766 -1.771 -4.022 0.01 -0.49 -0.44
H 3.999 -2.952 -1.394 0.19 -0.46 -0.12
H 6.458 -1.033 -1.968 0.00 0.02 -0.02
H 5.578 0.472 -1.831 -0.05 -0.02 0.12
H 2.990 -0.539 -0.827 0.21 0.46 0.01
C 4.197 -2.742 4.072 -0.03 -0.11 -0.03
C 3.432 -1.850 3.076 0.70 -0.21 0.44
C 2.291 -1.106 3.778 -0.26 0.05 -0.07
C 1.121 -2.009 4.160 0.07 -0.08 -0.02
C 0.614 -2.795 2.954 -0.03 0.30 0.02
C 1.713 -3.577 2.226 0.08 -0.86 0.14
N 2.868 -2.657 1.939 -1.06 0.93 0.23
O 2.647 -1.935 0.899 0.46 -0.08 -0.70
C 2.156 -4.789 3.055 0.12 0.06 0.07
C 1.180 -4.126 0.906 -0.01 0.19 -0.14
C 4.443 -0.852 2.518 -0.10 0.08 -0.22
H 4.986 -2.158 4.543 -0.03 0.03 -0.01
H 3.570 -3.124 4.873 -0.02 -0.03 -0.03
H 4.668 -3.587 3.570 0.02 0.02 0.00
H 1.927 -0.312 3.119 0.04 -0.03 -0.06
H 2.700 -0.618 4.665 0.04 0.00 -0.02
H 1.406 -2.689 4.966 0.02 -0.01 -0.01
H 0.311 -1.396 4.556 0.00 -0.01 0.02
H -0.160 -3.502 3.260 0.01 -0.03 -0.03
H 0.145 -2.102 2.249 0.07 -0.01 -0.05
H 3.025 -5.272 2.605 -0.01 -0.01 0.00
H 1.342 -5.513 3.075 -0.01 0.01 -0.04
H 2.393 -4.552 4.087 0.00 0.01 0.00
H 0.740 -3.347 0.287 0.02 0.02 0.01
H 0.406 -4.862 1.122 0.02 -0.01 0.02
H 1.972 -4.621 0.340 0.00 -0.03 0.02
H 5.251 -1.368 1.994 0.01 -0.01 0.03
H 4.875 -0.294 3.348 0.00 -0.03 0.01
H 3.981 -0.138 1.839 -0.02 -0.01 0.00
C -3.179 5.036 -1.769 -0.11 0.03 0.02
C -3.025 3.644 -1.128 0.25 0.77 -0.26
C -3.074 2.552 -2.201 -0.11 -0.19 -0.06
C -4.469 2.335 -2.783 -0.03 0.06 0.08
C -5.493 2.085 -1.677 0.19 -0.18 -0.08
C -5.492 3.160 -0.586 -0.56 0.58 -0.05
N -4.087 3.382 -0.105 0.14 -1.21 -0.41
O -3.723 2.476 0.730 0.02 0.26 0.32
C -6.118 4.459 -1.109 0.11 0.07 -0.05
C -6.346 2.710 0.595 0.08 -0.16 0.08
C -1.666 3.635 -0.434 0.02 -0.21 0.12
H -2.199 5.407 -2.069 0.01 -0.04 0.00
H -3.799 5.033 -2.662 -0.04 0.00 0.03
H -3.598 5.750 -1.061 0.02 0.00 0.01
H -2.724 1.610 -1.766 -0.02 0.04 0.09
H -2.371 2.815 -2.994 0.02 0.03 0.03
H -4.767 3.190 -3.395 0.01 0.02 0.03
H -4.448 1.475 -3.456 -0.01 0.02 -0.02
H -6.499 2.022 -2.099 -0.01 0.01 0.02
H -5.285 1.115 -1.215 0.04 0.04 0.07
H -6.002 5.263 -0.382 -0.01 0.00 0.00
H -7.185 4.296 -1.263 0.00 -0.03 0.03
H -5.710 4.794 -2.058 0.01 -0.01 0.00
H -6.039 1.739 0.973 0.05 0.02 0.02
H -7.384 2.639 0.267 0.01 0.02 -0.02
H -6.291 3.430 1.411 0.01 0.01 -0.01
H -1.624 4.392 0.350 -0.01 0.01 -0.01
H -0.898 3.863 -1.176 -0.03 0.04 -0.01
H -1.445 2.668 0.014 -0.06 0.01 0.05
```
Positions in Å, forces in eV/Å.

* <S²>: 2.008
* max |F|: 0.0277 hartree/bohr
* E_tot: -62215.1079 eV
* net charge: +1
* multiplicity: 3
* HOMO-LUMO gap (alpha / beta): 0.234 / 0.273 Ha
* HOMO energy (alpha / beta): -9.805 / -10.882 eV

Now the Löwdin charges, all in e: atom 1 (C): -0.08, atom 2 (C): -0.72, atom 3 (Cl): 0.73, atom 4 (C): -0.64, atom 5 (Cl): 0.74, atom 6 (C): -0.27, atom 7 (C): -0.14, atom 8 (N): 0.09, atom 9 (C): -0.38, atom 10 (N): 0.31, atom 11 (N): 0.14, atom 12 (H): 0.07, atom 13 (H): 0.10, atom 14 (H): 0.06, atom 15 (H): 0.15, atom 16 (H): 0.13, atom 17 (H): 0.11, atom 18 (H): 0.14, atom 19 (H): 0.16, atom 20 (H): 0.16, atom 21 (H): 0.12, atom 22 (C): -0.02, atom 23 (C): -0.48, atom 24 (C): -0.13, atom 25 (C): -0.16, atom 26 (C): -0.12, atom 27 (C): -0.48, atom 28 (N): -0.07, atom 29 (O): -0.08, atom 30 (C): -0.02, atom 31 (C): -0.04, atom 32 (C): -0.05, atom 33 (H): 0.09, atom 34 (H): 0.07, atom 35 (H): 0.09, atom 36 (H): 0.13, atom 37 (H): 0.13, atom 38 (H): 0.11, atom 39 (H): 0.12, atom 40 (H): 0.13, atom 41 (H): 0.12, atom 42 (H): 0.10, atom 43 (H): 0.09, atom 44 (H): 0.06, atom 45 (H): 0.07, atom 46 (H): 0.09, atom 47 (H): 0.09, atom 48 (H): 0.09, atom 49 (H): 0.09, atom 50 (H): 0.07, atom 51 (C): -0.03, atom 52 (C): -0.48, atom 53 (C): -0.15, atom 54 (C): -0.17, atom 55 (C): -0.13, atom 56 (C): -0.49, atom 57 (N): -0.10, atom 58 (O): -0.03, atom 59 (C): -0.03, atom 60 (C): -0.04, atom 61 (C): -0.05, atom 62 (H): 0.08, atom 63 (H): 0.07, atom 64 (H): 0.09, atom 65 (H): 0.11, atom 66 (H): 0.10, atom 67 (H): 0.10, atom 68 (H): 0.11, atom 69 (H): 0.13, atom 70 (H): 0.12, atom 71 (H): 0.09, atom 72 (H): 0.09, atom 73 (H): 0.06, atom 74 (H): 0.08, atom 75 (H): 0.09, atom 76 (H): 0.09, atom 77 (H): 0.10, atom 78 (H): 0.08, atom 79 (H): 0.07

No. 2
ORCA calculation (ωB97M-V/def2-TZVPD) on C24H46Cl3IrN2O4Si as an isolated structure.

```
81
Properties=species:S:1:pos:R:3:forces:R:3
C -1.789 -2.158 -4.220 -0.06 0.30 -0.31
C -1.111 -2.755 -3.031 0.41 -0.82 0.75
H -1.283 -2.471 -5.139 -0.12 0.14 0.04
H -1.756 -1.063 -4.168 -0.20 -0.43 -0.09
H -2.839 -2.481 -4.313 0.25 0.09 0.16
C -0.535 -3.966 -3.072 -0.38 0.46 0.09
C -0.514 -4.838 -4.278 0.27 -0.41 -0.42
H -0.084 -4.392 -2.178 -0.17 0.15 -0.12
H -0.296 -4.273 -5.194 -0.08 -0.16 0.13
H -1.464 -5.371 -4.437 0.16 0.17 0.06
H 0.262 -5.602 -4.163 -0.11 0.04 -0.14
Ir 0.083 0.667 -0.477 -0.78 -2.13 -1.68
Cl -2.198 0.909 -0.433 -1.58 0.10 0.13
Cl 1.093 2.517 -1.517 0.70 1.13 0.03
H 1.277 4.808 3.174 -0.02 -0.13 -0.16
H -1.015 5.846 2.243 0.08 -0.01 -0.21
C 1.430 4.428 2.155 0.15 0.18 -0.09
C -0.668 5.436 1.284 -0.21 -0.08 0.18
N 0.139 4.245 1.503 -0.09 -0.01 0.17
H 1.980 3.485 2.189 -0.22 0.20 -0.10
C -0.303 3.050 1.137 1.13 -0.94 0.08
O 0.435 2.017 1.156 -1.13 2.08 1.67
H -1.537 5.166 0.673 0.23 0.16 0.13
H -1.352 2.996 0.797 0.43 0.06 -0.08
H 2.010 5.182 1.607 -0.06 -0.25 0.04
H -0.073 6.199 0.766 -0.16 -0.24 0.06
H 1.808 -0.962 -3.663 0.16 0.22 0.33
H 2.499 -3.411 -2.414 0.15 0.30 0.03
C 2.640 -0.547 -3.074 -0.24 -0.10 -0.18
C 3.340 -2.737 -2.183 0.01 -0.12 0.13
N 2.883 -1.383 -1.902 0.13 -0.02 0.42
H 2.415 0.481 -2.778 -0.03 -0.29 0.01
C 2.658 -0.996 -0.650 -0.48 1.43 -0.09
O 2.104 0.099 -0.307 2.78 -2.52 -0.22
H 3.882 -3.126 -1.314 -0.08 -0.01 -0.19
H 3.035 -1.687 0.133 -0.19 0.21 -0.44
H 3.546 -0.581 -3.691 -0.10 0.12 0.15
H 4.006 -2.711 -3.050 -0.02 -0.03 0.21
O -0.053 -1.011 -1.803 0.67 0.52 1.02
C -1.098 -1.923 -1.745 -0.02 -0.10 0.30
C 0.249 -3.295 -0.108 0.07 -0.61 0.30
C -0.975 -2.760 -0.477 -0.51 0.26 -0.68
H 1.139 -2.977 -0.667 -0.45 -0.31 0.29
C 0.306 -4.266 0.905 -0.05 0.65 -0.49
H -2.061 -1.388 -1.707 -0.02 -0.04 0.08
C -2.131 -3.045 0.241 0.17 -0.63 0.02
H 1.268 -4.720 1.141 -0.28 0.01 0.12
C -0.866 -4.628 1.566 -0.09 -0.10 0.15
C -2.084 -4.011 1.248 0.10 0.08 -0.11
H -3.050 -2.530 -0.053 0.18 -0.32 0.21
H -0.826 -5.393 2.346 -0.08 0.23 -0.25
H -2.999 -4.290 1.775 0.30 0.07 -0.06
Si -0.351 2.953 -3.957 -0.21 0.04 -0.73
Cl -0.435 0.857 -3.608 -0.03 1.29 -1.45
C 1.395 3.673 -4.191 -0.17 0.31 -0.10
C -1.602 3.617 -2.724 -0.09 0.26 -0.01
C -1.093 3.388 -5.657 -0.08 -0.46 0.28
H 2.178 2.909 -4.214 -0.15 0.06 0.17
H 1.641 4.415 -3.420 0.00 -0.31 -0.10
H 1.420 4.196 -5.157 -0.06 -0.15 0.14
H -0.458 3.065 -6.486 -0.03 0.01 0.06
H -1.192 4.481 -5.709 0.02 -0.16 0.04
H -2.083 2.944 -5.787 0.00 0.08 -0.05
H -1.926 2.832 -2.030 0.19 0.23 -0.20
H -2.486 3.948 -3.288 0.17 0.00 0.14
H -1.218 4.463 -2.146 -0.03 -0.04 -0.04
C 2.074 -0.274 2.866 0.13 0.04 0.04
C 1.113 -1.294 2.321 -0.45 -0.34 -0.58
O -0.036 -0.714 1.664 -0.01 -0.08 0.95
C -0.999 -0.242 2.642 0.26 0.40 -0.48
C -1.685 -1.360 3.387 -0.18 -0.08 0.09
H 2.467 0.336 2.051 -0.13 0.12 0.15
H 2.909 -0.804 3.326 0.04 0.02 0.14
H 1.594 0.347 3.622 0.19 0.11 -0.03
H 1.603 -1.911 1.562 -0.18 0.12 0.21
H 0.742 -1.985 3.092 0.27 0.18 -0.17
H -0.482 0.441 3.334 -0.20 -0.12 -0.15
H -1.730 0.339 2.067 0.23 -0.15 0.15
H -0.980 -1.949 3.980 -0.23 -0.03 -0.04
H -2.415 -0.925 4.074 0.03 0.02 0.04
H -2.223 -2.011 2.696 0.18 0.07 0.16
```
Positions in Å, forces in eV/Å.

* <S²>: 6.011
* max |F|: 0.0731 hartree/bohr
* E_tot: -85087.4370 eV
* net charge: 0
* energy relative to the best compared isomer or geometry (same formula, charge and spin): 0.0 kcal per mole
* multiplicity: 5
* HOMO-LUMO gap (alpha / beta): 0.250 / 0.262 Ha
* HOMO energy (alpha / beta): -6.420 / -8.032 eV

Now the Löwdin charges, all in e: atom 1 (C): -0.06, atom 2 (C): -0.22, atom 3 (H): 0.07, atom 4 (H): 0.00, atom 5 (H): 0.10, atom 6 (C): -0.12, atom 7 (C): -0.11, atom 8 (H): 0.09, atom 9 (H): 0.07, atom 10 (H): 0.08, atom 11 (H): 0.07, atom 12 (Ir): 1.14, atom 13 (Cl): 0.09, atom 14 (Cl): 0.18, atom 15 (H): 0.10, atom 16 (H): 0.09, atom 17 (C): -0.02, atom 18 (C): -0.03, atom 19 (N): -0.17, atom 20 (H): 0.09, atom 21 (C): -0.35, atom 22 (O): -0.27, atom 23 (H): 0.09, atom 24 (H): 0.09, atom 25 (H): 0.10, atom 26 (H): 0.10, atom 27 (H): 0.08, atom 28 (H): 0.09, atom 29 (C): -0.04, atom 30 (C): -0.03, atom 31 (N): -0.16, atom 32 (H): 0.04, atom 33 (C): -0.27, atom 34 (O): -0.25, atom 35 (H): 0.09, atom 36 (H): 0.15, atom 37 (H): 0.10, atom 38 (H): 0.09, atom 39 (O): -0.44, atom 40 (C): -0.43, atom 41 (C): -0.08, atom 42 (C): -0.19, atom 43 (H): 0.09, atom 44 (C): -0.08, atom 45 (H): 0.08, atom 46 (C): -0.03, atom 47 (H): 0.11, atom 48 (C): -0.09, atom 49 (C): -0.10, atom 50 (H): 0.12, atom 51 (H): 0.10, atom 52 (H): 0.11, atom 53 (Si): 0.13, atom 54 (Cl): 0.42, atom 55 (C): -0.27, atom 56 (C): -0.26, atom 57 (C): -0.23, atom 58 (H): 0.01, atom 59 (H): 0.01, atom 60 (H): 0.02, atom 61 (H): 0.02, atom 62 (H): 0.03, atom 63 (H): 0.02, atom 64 (H): -0.07, atom 65 (H): 0.03, atom 66 (H): 0.02, atom 67 (C): -0.06, atom 68 (C): -0.26, atom 69 (O): -0.27, atom 70 (C): -0.27, atom 71 (C): -0.06, atom 72 (H): 0.06, atom 73 (H): 0.08, atom 74 (H): 0.07, atom 75 (H): 0.08, atom 76 (H): 0.11, atom 77 (H): 0.11, atom 78 (H): 0.06, atom 79 (H): 0.07, atom 80 (H): 0.08, atom 81 (H): 0.06

> Which of these has the lowest max |F|?

C24H46Cl2N5O2

> The lowest E_tot belongs to which entry?

C24H46Cl3IrN2O4Si